Record 1
4 unconnected molecules or ions with the total composition C23H43Br2O8 at a distorted geometry. Source: the Open Molecules 2025 dataset; level of theory: ωB97M-V with the def2-TZVPD basis set.

Each line ends with the Löwdin charge.
CARTESIAN COORDINATES (ANGSTROEM)
C  -1.59  2.07  2.87  0.0093
C  -2.49  1.83  4.06  -0.5092
O  -3.67  2.18  4.09  0.0674
O  -1.90  1.23  5.14  -0.0456
C  -1.64  -0.20  5.03  -0.1575
C  -0.21  -0.52  4.61  -0.2059
C  0.79  -0.46  5.77  -0.2074
C  2.17  -1.09  5.50  -0.2251
C  2.63  -1.23  4.04  -0.3024
C  2.63  0.07  3.24  -0.3122
C  2.72  -0.07  1.78  -0.7278
Br  0.95  -0.68  0.93  0.5541
C  3.77  -0.96  1.06  -0.7685
C  3.58  -2.48  1.07  -0.1901
Br  5.55  -0.52  1.75  0.6421
H  -0.53  2.11  3.13  0.0808
H  -1.73  1.26  2.15  0.0856
H  -1.90  3.01  2.40  0.0819
H  -1.86  -0.57  6.03  0.1158
H  -2.36  -0.63  4.32  0.1231
H  -0.18  -1.48  4.08  0.1095
H  0.12  0.22  3.88  0.0614
H  0.91  0.59  6.06  0.1066
H  0.34  -0.97  6.64  0.0957
H  2.92  -0.47  6.00  0.0966
H  2.23  -2.08  5.98  0.0926
H  3.64  -1.69  4.10  0.0862
H  2.01  -1.99  3.53  0.0756
H  3.51  0.68  3.52  0.0416
H  2.84  0.93  1.35  0.0571
H  3.82  -0.61  0.02  0.0475
H  4.37  -2.99  1.63  0.0488
H  3.61  -2.88  0.05  0.0591
H  2.63  -2.77  1.52  0.0241
O  2.95  1.45  -1.22  0.0949
C  1.88  1.57  -1.73  -0.5460
O  1.58  0.77  -2.79  -0.0172
C  0.25  0.66  -3.29  -0.2466
C  -0.10  1.76  -4.27  -0.0665
C  0.86  2.57  -1.26  -0.0006
H  -0.47  0.61  -2.47  0.1129
H  0.22  -0.31  -3.79  0.1145
H  -0.08  2.74  -3.80  0.0666
H  -1.10  1.60  -4.68  0.0727
H  0.62  1.76  -5.10  0.0777
H  1.05  3.52  -1.75  0.0964
H  1.00  2.70  -0.19  0.0921
H  -0.17  2.29  -1.43  0.0433
O  2.93  -5.73  -1.29  0.1130
C  2.04  -5.30  -1.95  -0.5169
O  1.76  -5.92  -3.13  -0.0133
C  0.63  -5.58  -3.92  -0.2522
C  0.90  -4.41  -4.84  -0.0650
C  1.24  -4.07  -1.57  0.0089
H  -0.25  -5.42  -3.30  0.1082
H  0.44  -6.48  -4.51  0.1181
H  1.10  -3.50  -4.28  0.0647
H  0.03  -4.22  -5.48  0.0772
H  1.76  -4.61  -5.47  0.0814
H  1.77  -3.18  -1.92  0.0961
H  1.19  -4.01  -0.48  0.0823
H  0.23  -4.06  -1.96  0.0683
O  -2.12  3.71  -1.00  0.1158
C  -3.21  3.76  -1.51  -0.5151
O  -3.46  2.95  -2.56  -0.0076
C  -4.76  2.82  -3.13  -0.2405
C  -5.04  3.88  -4.17  -0.0651
C  -4.26  4.75  -1.05  0.0176
H  -5.53  2.79  -2.35  0.1114
H  -4.75  1.83  -3.60  0.1219
H  -5.05  4.88  -3.73  0.0676
H  -6.01  3.71  -4.64  0.0795
H  -4.27  3.86  -4.95  0.0814
H  -4.08  5.69  -1.56  0.0947
H  -4.12  4.90  0.02  0.0933
H  -5.28  4.43  -1.23  0.0694

Properties
Gap between HOMO and LUMO = 4.076 eV
Electronic energy = -181013.1156 eV
HOMO = -2.2 eV
Total charge = -1

=====

Record 2
A single C19H19N3O2 molecule. Source: the Open Molecules 2025 dataset; level of theory: ωB97M-V with the def2-TZVPD basis set.

Each line ends with the Löwdin charge.
CARTESIAN COORDINATES (ANGSTROEM)
C  1.87  2.10  2.39  -0.0428
C  2.67  1.62  1.22  -0.2691
C  2.83  0.27  0.98  -0.0044
C  3.56  -0.18  -0.12  -0.2497
C  4.18  0.75  -0.95  -0.0268
C  4.03  2.10  -0.71  -0.0766
C  3.27  2.54  0.36  -0.0520
H  3.15  3.59  0.54  0.1121
H  4.51  2.82  -1.36  0.1045
H  4.77  0.40  -1.79  0.1119
N  3.73  -1.55  -0.37  0.1428
C  2.86  -2.58  -0.24  -0.4169
O  3.25  -3.74  -0.29  0.0721
C  1.43  -2.28  -0.11  -0.1507
C  0.61  -1.21  -0.41  0.0451
C  -0.71  -1.65  -0.15  -0.1933
N  -0.67  -2.92  0.29  0.0841
N  0.60  -3.28  0.30  0.0666
H  0.89  -4.21  0.55  0.1724
C  -1.96  -0.91  -0.22  -0.0643
C  -2.17  0.15  -1.11  -0.2073
C  -3.35  0.87  -1.05  -0.0271
C  -4.35  0.59  -0.13  -0.2732
C  -4.16  -0.49  0.72  0.0214
C  -3.00  -1.25  0.67  -0.2551
O  -2.93  -2.30  1.52  0.0578
H  -2.12  -2.82  1.31  0.0628
H  -4.92  -0.77  1.44  0.1229
C  -5.61  1.39  -0.09  -0.0492
H  -6.06  1.35  0.90  0.0761
H  -6.33  0.99  -0.80  0.0850
H  -5.42  2.43  -0.35  0.0763
H  -3.50  1.69  -1.75  0.1138
C  -1.17  0.51  -2.17  -0.0453
H  -0.44  1.23  -1.79  0.0833
H  -1.68  0.98  -3.01  0.0796
H  -0.64  -0.36  -2.54  0.0793
H  0.92  -0.24  -0.74  0.1020
H  4.66  -1.84  -0.66  0.1615
H  2.39  -0.45  1.65  0.1254
H  2.54  2.49  3.16  0.0858
H  1.29  1.29  2.82  0.0774
H  1.20  2.90  2.10  0.0820

Properties
Structure (SMILES) = Cc1cccc(NC(=O)c2cc(-c3c(C)cc(C)cc3O)n[nH]2)c1
Gap between HOMO and LUMO = 8.427 eV
Electronic energy = -28577.7304 eV
HOMO = -8.1 eV
Total charge = 0

=====

Question: The highest gap between HOMO and LUMO belongs to which entry?
Answer: C19H19N3O2